(1)
43
Properties=species:S:1:pos:R:3 method="wB97M-V/def2-TZVPD" max_force_ev_per_a=0.5 molar_mass_da=677.4 multiplicity=3 homo_lumo_gap_ev="7.03 / 7.68" energy_ev=-120781.386 s2=2.01
Pt -0.12662 0.06221 -0.07097
O 2.79387 -2.63894 0.62845
As 2.54551 -1.52411 -0.78252
O 3.54347 -2.05707 -1.94226
O 0.85355 -1.70519 -0.88761
C 3.02569 0.17790 0.05340
C 3.70564 0.07436 1.26225
C 4.10451 1.20628 1.96251
C 3.81614 2.46058 1.46228
C 3.13458 2.58286 0.25979
C 2.74651 1.45663 -0.44785
S 1.91254 1.74560 -2.00009
O 2.88200 1.61406 -3.04253
O 1.26033 3.04156 -1.85656
O 0.86539 0.67021 -2.04030
H 3.61270 -3.12759 0.47062
H 3.90251 -0.90214 1.67788
H 4.62993 1.09840 2.90214
H 4.11633 3.34789 2.00446
H 2.89009 3.55541 -0.14367
C -1.82670 3.32729 3.43937
O -2.10942 3.45966 2.03400
C -1.55335 2.53235 1.26520
O -0.87284 1.60635 1.67580
N -1.83633 2.72577 -0.04557
N -1.28331 1.83525 -0.96954
H -2.31805 4.17278 3.90848
H -0.75309 3.35958 3.61036
H -2.22875 2.38848 3.81389
H -2.33584 3.54305 -0.35185
H -0.56238 2.30550 -1.53480
H -2.00137 1.44453 -1.56952
S -0.48230 -1.26962 1.89664
C -0.80824 -2.81773 1.19976
N 0.24422 -3.65174 1.00184
C 0.12131 -4.85135 0.43102
C -1.12777 -5.29821 0.09283
C -2.18466 -4.43387 0.37548
N -2.04172 -3.23354 0.91094
H 1.19093 -3.27221 1.16424
H 1.03748 -5.39895 0.26128
H -1.27847 -6.25940 -0.37117
H -3.20301 -4.72876 0.14623

=====

(2)
82
Properties=species:S:1:pos:R:3 method="wB97M-V/def2-TZVPD" max_force_ev_per_a=1.6 molar_mass_da=850.8 homo_lumo_gap_ev=3.74 energy_ev=-153499.090 total_charge=-2
Li -0.33567 -1.12741 0.81288
C 4.63503 -0.53291 -0.60352
P 2.98063 -1.34581 -0.26352
C 3.48793 -2.08191 1.36898
C 3.19273 -2.80841 -1.35142
C 4.18043 -2.99641 -2.31162
C 4.20743 -4.15441 -3.07212
C 3.25533 -5.14191 -2.88012
C 2.22953 -4.93311 -1.97352
C 2.18203 -3.76551 -1.22692
P 0.85053 -3.29751 -0.05682
C 0.82403 -4.80601 0.99248
C -0.63117 -3.64111 -1.07052
H 5.46433 -1.22691 -0.46362
H 4.75393 0.30419 0.08298
H 4.64753 -0.14061 -1.61872
H 4.27083 -2.83401 1.27368
H 2.60873 -2.50761 1.85268
H 3.85103 -1.25241 1.97638
H 4.93243 -2.24191 -2.49382
H 4.98393 -4.29011 -3.81652
H 3.29893 -6.06021 -3.45492
H 1.46093 -5.68661 -1.85232
H 0.55323 -5.69871 0.42638
H 0.07313 -4.60631 1.75458
H 1.79583 -4.94561 1.46748
H -0.58847 -4.61981 -1.55352
H -0.75107 -2.85891 -1.81872
H -1.46667 -3.60861 -0.37002
Se -1.42957 -2.33941 2.48828
C -5.05197 3.14379 2.44468
Si -5.50737 1.50709 1.55778
C -7.36447 1.77999 1.11618
C -5.40137 -0.01881 2.68478
C -4.57867 1.27029 -0.06242
Te -2.54347 0.41069 -0.00322
C -1.70887 2.31959 0.41708
Si -0.64887 2.24349 2.00168
C -1.71297 1.81049 3.52988
C 0.88683 1.14249 2.23498
C -0.08617 4.06829 2.23308
H -5.83757 3.44069 3.13498
H -4.91937 3.95409 1.73178
H -4.13637 3.05599 3.01548
H -7.97777 1.85019 2.01108
H -7.75227 0.96649 0.51148
H -7.50267 2.69699 0.55018
H -5.75107 0.18169 3.69508
H -4.39097 -0.41101 2.76388
H -6.00857 -0.82431 2.27878
H -4.51107 2.20599 -0.62282
H -5.15507 0.58329 -0.68512
H -2.52867 3.02969 0.51788
H -1.09057 2.62159 -0.42232
H -2.24177 0.87169 3.40068
H -2.43157 2.58379 3.78898
H -1.06947 1.67569 4.39538
H 0.58953 0.12869 2.50208
H 1.51503 1.53379 3.03638
H 1.49403 1.07169 1.34398
H -0.93557 4.74669 2.24608
H 0.56313 4.36959 1.41868
H 0.46403 4.19269 3.16228
C 2.00473 1.24079 -4.27772
C 1.72793 -0.05781 -3.52602
O 1.65723 0.11209 -2.14162
P 0.34693 0.98639 -1.52812
O -0.07737 0.08509 -0.37932
Te -2.76837 -0.04801 -2.57292
O 1.24083 2.18809 -0.69902
C 2.59193 2.48379 -0.79562
C 2.81893 3.85829 -1.42122
H 2.04303 1.06519 -5.35152
H 2.95043 1.66939 -3.95262
H 1.20723 1.94659 -4.05812
H 2.54263 -0.77461 -3.69732
H 0.79143 -0.48941 -3.90212
H 3.10073 1.71189 -1.38002
H 3.02443 2.48399 0.21718
H 2.46943 3.86149 -2.44962
H 3.87743 4.11239 -1.39742
H 2.26503 4.60739 -0.86072

=====

(3)
9
Properties=species:S:1:pos:R:3 method="wB97M-V/def2-TZVPD" max_force_ev_per_a=3.6 molar_mass_da=100.1 homo_lumo_gap_ev=7.31 e_above_lowest_kcal_mol=66.6 energy_ev=-10774.881 total_charge=-1
C 0.01638 1.03535 1.26984
C -1.42871 -0.11428 -0.07845
C 0.80252 -0.20307 0.28961
N -1.14089 0.89391 0.74783
O 1.83607 0.10986 -0.68485
O -2.45984 -0.35900 -0.63793
O -0.24339 -0.89248 -0.34160
H 1.32526 0.57026 -1.40151
H 1.29258 -1.04054 0.83707

=====

(4)
79
Properties=species:S:1:pos:R:3 method="wB97M-V/def2-TZVPD" max_force_ev_per_a=2.2 molar_mass_da=1140.0 multiplicity=2 homo_lumo_gap_ev="5.17 / 4.37" e_above_lowest_kcal_mol=49.9 energy_ev=-203201.097 total_charge=+1 s2=0.76
Ir -0.39855 -2.48631 0.59162
Se -0.63421 -1.80716 3.15186
Te -2.74759 -2.89039 3.67449
Te -2.71571 -5.19947 2.21849
Se -0.64479 -5.12266 0.91994
C 2.96124 -2.57787 -2.64468
N 2.04430 -3.67946 -2.47314
C 2.46611 -5.06615 -2.66633
C 1.17313 -5.86610 -2.42808
N 0.18351 -4.80672 -2.25779
C 0.74345 -3.59847 -2.19717
S -0.12821 -2.15600 -1.91071
H 3.74830 -2.60110 -1.88785
H 2.40654 -1.64744 -2.56274
H 3.42707 -2.62657 -3.63005
H 3.25041 -5.32020 -1.95130
H 2.86054 -5.19935 -3.67540
H 1.22699 -6.48547 -1.53107
H 0.91034 -6.49184 -3.27928
H -0.74864 -4.98496 -1.92090
C 4.84173 2.75945 -1.40180
C 4.91841 2.55098 0.10705
N 4.08154 1.44458 0.57899
C 2.90508 1.78250 1.36966
C 1.79633 2.41045 0.52697
C 4.52454 0.19412 0.33677
O 5.56104 -0.04743 -0.26442
C 3.72428 -0.98477 0.82957
C 4.39657 -1.97016 1.54788
C 3.73721 -3.14540 1.86814
C 2.43169 -3.30982 1.44242
N 1.78633 -2.36496 0.75406
C 2.41961 -1.23157 0.44697
H 5.50451 3.57514 -1.68859
H 3.82812 3.00499 -1.71898
H 5.16670 1.85733 -1.91567
H 4.60274 3.45118 0.63366
H 5.95274 2.33180 0.37655
H 3.20980 2.48803 2.14691
H 2.53309 0.89009 1.86846
H 2.12126 3.36406 0.11170
H 0.91559 2.59121 1.14406
H 1.52297 1.75121 -0.29823
H 5.42686 -1.80706 1.83429
H 4.22444 -3.92744 2.43143
H 1.88347 -4.22263 1.63683
H 1.85431 -0.52019 -0.14239
C -1.29157 5.88869 0.74961
C -2.34852 4.85564 1.03801
C -3.22502 5.04988 2.10085
C -4.21781 4.12628 2.38624
C -4.31165 2.96398 1.64476
C -3.41985 2.73684 0.59425
N -3.39153 1.51870 -0.09720
C -4.40992 0.58667 -0.12543
C -5.73359 1.00101 -0.32794
C -6.75865 0.08347 -0.40355
C -6.50836 -1.27764 -0.24839
C -5.21631 -1.70689 -0.04349
C -4.15072 -0.80301 -0.00072
C -2.79884 -1.34862 0.24392
O -2.67588 -2.57413 0.57062
O -1.76078 -0.64122 0.16552
C -2.46619 3.70979 0.24912
C -1.63770 3.48989 -0.98822
H -1.19743 6.57882 1.58559
H -1.55134 6.46878 -0.13853
H -0.32153 5.42292 0.57299
H -3.12628 5.93610 2.71525
H -4.90294 4.29665 3.20621
H -5.03932 2.20546 1.89795
H -2.47828 1.11903 -0.24365
H -5.93594 2.05609 -0.45006
H -7.76671 0.42664 -0.59487
H -7.32041 -1.98957 -0.29627
H -5.00045 -2.76022 0.07833
H -2.26454 3.07746 -1.77960
H -0.82211 2.78076 -0.81407
H -1.20501 4.41972 -1.34942

=====

(5)
41
Properties=species:S:1:pos:R:3 method="wB97M-V/def2-TZVPD" max_force_ev_per_a=2.9 molar_mass_da=357.0 homo_lumo_gap_ev=4.54 energy_ev=-83603.953
C 3.23428 -0.30062 -2.72565
C 3.60562 -1.45113 -3.37106
C 2.82963 -2.64159 -3.46196
C 1.51980 -2.81953 -2.93646
C 0.67982 -1.83094 -2.49466
Ga 1.33092 -0.04545 -2.48272
P 0.75770 1.92370 -3.65875
H 3.98765 0.46159 -2.46392
H 4.58998 -1.48735 -3.86949
H 3.30189 -3.51521 -3.93049
H -0.33231 -2.07701 -2.15610
H 1.16582 -3.86282 -2.90745
H -0.63031 2.25975 -3.85588
H 1.24147 1.77052 -4.99418
H 1.46590 3.08002 -3.16486
C -1.89888 1.44495 3.14904
N -1.33647 1.59811 1.82082
N -0.59647 0.61406 1.27127
C 0.05310 1.07782 0.16371
O 0.84187 0.31915 -0.50063
C -0.33268 2.44459 0.05010
C -1.18673 2.72293 1.09490
C -1.93749 3.95175 1.43630
C -0.74745 -0.73270 1.67716
C -2.02622 -1.23540 1.92288
C -2.13649 -2.44605 2.60006
C -0.97845 -3.17360 2.92401
C 0.28861 -2.72375 2.52349
C 0.39898 -1.51095 1.84349
H -2.12662 2.43920 3.54154
H -1.19397 0.95988 3.83882
H -2.82861 0.86684 3.11281
H -0.01566 3.08400 -0.75354
H -3.01951 3.77912 1.54051
H -1.59101 4.39954 2.37748
H -1.79753 4.69174 0.63959
H -2.91543 -0.67065 1.63795
H -3.12935 -2.80196 2.88597
H -1.07527 -4.11837 3.46553
H 1.18774 -3.30726 2.74329
H 1.35215 -1.13695 1.46707